## A
This record from OMol25 describes a 2-piece molecular cluster, C4H7ClO2S overall. The level of theory is ωB97M-V/def2-TZVPD.

```
15
C4H7ClO2S, DFT ωB97M-V/def2-TZVPD
C 0.69 0.37 0.14
C -0.22 0.30 1.11
C 0.50 0.67 -1.36
C -0.91 0.25 2.22
O -2.44 -2.36 0.45
O -0.11 -2.63 0.31
S -1.38 -2.01 -0.44
Cl -1.19 -3.22 -2.18
H 1.79 0.22 0.37
H 1.02 -0.16 -1.84
H -0.49 0.83 -1.61
H 0.94 1.59 -1.70
H -1.06 1.02 2.94
H -1.42 -0.72 2.46
H 0.79 -2.46 -0.08
```

For the gap between HOMO and LUMO, the calculation gives 9.93 eV. The HOMO energy comes out at -9.61 eV. As for the LUMO energy: 0.33 eV.

=====

## B
This record from OMol25 describes one molecule with the formula C4H7ClO2S. The level of theory is ωB97M-V/def2-TZVPD.

```
15
C4H7ClO2S, DFT ωB97M-V/def2-TZVPD
C -1.99 -0.09 -1.24
C -1.17 0.30 0.05
C 0.57 -1.10 0.93
C 3.01 -0.15 0.28
H -2.48 -1.08 -1.38
H -1.44 0.38 -2.03
H -0.98 1.30 0.12
H -1.66 -0.26 0.84
H -0.02 -1.75 1.77
H 1.52 -1.71 0.43
H 3.88 0.51 0.38
O 0.06 -0.49 -0.25
O 3.12 -1.28 -0.32
S 1.87 0.22 1.69
Cl -3.34 1.15 -1.33
```

For the gap between HOMO and LUMO, the calculation gives 9.73 eV. The HOMO energy comes out at -9.80 eV. As for the LUMO energy: -0.08 eV.

=====

Which one sits at the bottom of the stability order? B does.

=====

## A
This record from OMol25 describes one molecule with the formula C21H23N3OS. The level of theory is ωB97M-V/def2-TZVPD.

```
49
C21H23N3OS, DFT ωB97M-V/def2-TZVPD
C -3.18 -1.59 -1.19
C -3.75 -1.27 0.19
C -2.70 -0.82 1.20
C -1.65 -1.88 1.55
N -0.65 -2.03 0.52
C -0.30 -3.22 0.01
O -0.79 -4.28 0.33
C 0.81 -3.12 -1.04
H 0.59 -2.36 -1.79
H 0.97 -4.09 -1.50
S 2.39 -2.67 -0.26
C 2.39 -0.93 -0.41
N 1.32 -0.34 -0.91
C 1.36 1.00 -1.09
N 2.36 1.77 -0.77
C 3.45 1.21 -0.21
C 4.53 2.02 0.17
C 5.65 1.45 0.72
C 5.73 0.07 0.92
C 4.69 -0.75 0.56
C 3.53 -0.19 0.00
H 4.74 -1.82 0.70
H 6.62 -0.36 1.35
H 6.48 2.08 1.02
H 4.45 3.09 0.01
C 0.16 1.61 -1.74
C -0.90 2.03 -0.75
C -0.58 2.43 0.54
C -1.57 2.84 1.42
C -2.89 2.87 1.01
C -3.22 2.49 -0.27
C -2.23 2.07 -1.15
H -2.50 1.78 -2.16
H -4.25 2.51 -0.60
H -3.66 3.19 1.70
H -1.30 3.14 2.42
H 0.45 2.42 0.86
H -0.27 0.90 -2.45
H 0.49 2.50 -2.28
H -0.22 -1.19 0.14
H -1.15 -1.60 2.48
H -2.12 -2.86 1.68
H -2.19 0.06 0.83
H -3.21 -0.54 2.13
H -4.27 -2.15 0.58
H -4.49 -0.47 0.10
H -2.59 -2.50 -1.16
H -2.56 -0.77 -1.53
H -3.99 -1.73 -1.90
```

For the gap between HOMO and LUMO, the calculation gives 8.50 eV. The HOMO energy comes out at -8.80 eV. As for the LUMO energy: -0.31 eV.

=====

## B
This record from OMol25 describes one molecule with the formula C21H23N3OS. The level of theory is ωB97M-V/def2-TZVPD.

```
49
C21H23N3OS, DFT ωB97M-V/def2-TZVPD
C -1.16 4.97 1.36
N -0.38 4.24 0.40
C 0.28 3.07 0.64
C 0.93 2.67 -0.49
C 0.65 3.63 -1.51
C 1.02 3.76 -2.85
C 0.56 4.85 -3.55
C -0.26 5.81 -2.94
C -0.64 5.70 -1.62
C -0.18 4.60 -0.90
H -1.28 6.44 -1.16
H -0.61 6.65 -3.53
H 0.83 4.98 -4.58
H 1.65 3.02 -3.31
S 1.93 1.24 -0.72
C 2.47 0.89 0.99
C 1.39 0.21 1.82
O 0.88 0.80 2.76
N 1.04 -1.05 1.49
C 1.48 -1.81 0.34
H 2.30 -1.32 -0.17
C 0.30 -1.99 -0.63
N -0.82 -2.63 0.03
C -0.91 -4.02 0.04
C -0.71 -4.73 -1.15
C -0.85 -6.10 -1.20
C -1.21 -6.81 -0.07
C -1.44 -6.12 1.11
C -1.29 -4.75 1.17
H -1.46 -4.26 2.11
H -1.72 -6.66 2.00
H -1.32 -7.88 -0.11
H -0.69 -6.61 -2.14
H -0.46 -4.20 -2.06
C -1.22 -1.86 1.19
H -2.08 -2.32 1.66
C -0.07 -1.68 2.18
H -0.36 -1.03 3.01
H 0.26 -2.65 2.57
H -1.53 -0.87 0.82
H 0.63 -2.58 -1.48
H -0.02 -1.01 -0.99
H 1.81 -2.80 0.69
H 3.36 0.26 0.90
H 2.73 1.83 1.46
H 0.25 2.62 1.61
H -1.13 4.45 2.31
H -2.20 5.05 1.03
H -0.76 5.98 1.49
```

For the gap between HOMO and LUMO, the calculation gives 8.10 eV. The HOMO energy comes out at -7.45 eV. As for the LUMO energy: 0.65 eV.

=====

Which one sits at the bottom of the stability order? B does.

=====

## A
This record from OMol25 describes CH2N3O3 as an isolated structure. The level of theory is ωB97M-V/def2-TZVPD.

```
9
CH2N3O3, DFT ωB97M-V/def2-TZVPD
C -1.69 0.06 0.11
N 0.80 0.73 0.12
N 1.97 0.92 -0.20
N 0.10 -0.18 0.32
O -2.19 -0.95 -0.31
O -1.83 1.24 0.22
O 0.75 -1.85 0.27
H -0.04 -1.93 -0.31
H 2.13 1.95 -0.23
```

For the gap between HOMO and LUMO (spin up / spin down), the calculation gives 8.28 / 8.28 eV. The HOMO energy (spin up / spin down) comes out at -4.14 / -4.14 eV. Its charge is -1. As for the LUMO energy (spin up / spin down): 4.14 / 4.14 eV.

=====

## B
This record from OMol25 describes a 2-piece molecular cluster, CH2N3O3 overall. The level of theory is ωB97M-V/def2-TZVPD.

```
9
CH2N3O3, DFT ωB97M-V/def2-TZVPD
C 0.00 0.13 -0.22
N -1.59 1.49 -1.06
N -0.55 -0.47 0.73
N 1.17 0.06 -0.80
O 1.75 0.87 -1.65
O -2.51 1.53 -0.30
O 0.35 -1.24 1.65
H 1.67 -0.83 -0.66
H -0.29 -1.54 2.31
```

For the gap between HOMO and LUMO (spin up / spin down), the calculation gives 6.84 / 6.87 eV. The HOMO energy (spin up / spin down) comes out at -2.72 / -2.96 eV. Its charge is -1. As for the LUMO energy (spin up / spin down): 4.13 / 3.92 eV.

=====

## C
This record from OMol25 describes an isolated ion of composition CH2N3O3 and charge -1. The level of theory is ωB97M-V/def2-TZVPD.

```
9
CH2N3O3, DFT ωB97M-V/def2-TZVPD
C 0.87 2.77 2.09
N 0.86 1.42 -0.07
N 0.55 0.40 -0.90
N 0.38 1.48 1.11
O 0.46 3.87 1.79
O -0.44 0.55 1.54
O 1.48 2.31 2.98
H -0.18 -0.23 -0.61
H 1.43 -0.07 -0.96
```

For the gap between HOMO and LUMO, the calculation gives 8.94 eV. The HOMO energy comes out at -4.56 eV. Its charge is -1. As for the LUMO energy: 4.38 eV.

=====

Which one sits at the bottom of the stability order? B does.

=====

## A
This record from OMol25 describes a 8-piece molecular cluster, C6H28O8 overall. The level of theory is ωB97M-V/def2-TZVPD.

```
42
C6H28O8, DFT ωB97M-V/def2-TZVPD
O -0.88 0.98 -0.63
H -0.15 1.06 -1.44
H -1.48 0.50 -0.82
H -0.34 0.41 0.04
O -0.35 -0.56 1.39
H -0.66 -1.51 1.41
C -1.64 0.44 4.41
O -1.70 1.16 3.23
H -0.66 0.68 4.74
H -1.72 -0.62 4.39
H -2.33 0.66 5.19
H -1.24 0.57 2.56
C -3.87 -0.87 -1.47
O -2.50 -0.73 -1.89
H -3.93 -0.11 -0.61
H -4.20 -1.91 -1.28
H -4.68 -0.73 -2.20
H -2.63 -1.02 -2.82
C 2.89 1.21 -0.76
O 1.67 1.97 -0.27
H 3.65 1.30 -0.04
H 3.25 1.78 -1.79
H 2.67 0.33 -1.00
H 1.63 1.89 0.74
C 2.95 0.37 2.86
O 1.69 0.96 2.63
H 2.95 -0.35 3.66
H 3.82 0.91 3.08
H 3.37 -0.16 1.99
H 1.14 0.22 2.32
C 0.57 -2.91 -1.12
O 1.20 -2.07 -0.20
H 0.98 -2.74 -2.16
H -0.51 -2.70 -0.91
H 0.56 -3.97 -0.97
H 0.35 -1.56 0.38
C -0.23 1.40 -3.90
O 0.38 0.46 -3.07
H -0.70 2.07 -3.18
H -1.04 0.91 -4.44
H 0.53 1.97 -4.57
H 1.23 0.30 -3.48
```

For the gap between HOMO and LUMO, the calculation gives 8.87 eV. The HOMO energy comes out at -8.84 eV. As for the LUMO energy: 0.04 eV.

=====

## B
This record from OMol25 describes a 8-piece molecular cluster, C6H28O8 overall. The level of theory is ωB97M-V/def2-TZVPD.

```
42
C6H28O8, DFT ωB97M-V/def2-TZVPD
C -3.24 -7.72 20.39
O -1.99 -8.37 20.27
H -3.81 -7.91 19.48
H -3.87 -8.06 21.21
H -3.15 -6.64 20.52
H -1.41 -7.79 19.77
C -6.56 -5.18 21.12
O -6.32 -4.99 22.47
H -5.83 -5.86 20.66
H -7.54 -5.62 20.97
H -6.56 -4.25 20.56
H -6.82 -5.64 22.96
C -6.53 -8.35 23.16
O -7.40 -7.29 23.52
H -7.07 -9.30 23.19
H -6.15 -8.18 22.15
H -5.69 -8.32 23.85
H -7.72 -7.48 24.40
C -3.38 -3.47 20.07
O -3.85 -2.22 19.54
H -3.79 -3.59 21.07
H -3.87 -4.20 19.42
H -2.30 -3.59 20.09
H -4.81 -2.22 19.52
O -6.15 -2.70 23.81
H -6.03 -3.43 23.21
H -6.66 -2.06 23.32
O -6.37 -1.68 19.56
H -6.94 -1.38 20.27
H -6.53 -1.05 18.85
O -9.76 -6.92 22.41
H -8.86 -7.01 22.74
H -10.04 -7.82 22.25
C -6.90 -5.39 16.95
C -6.65 -6.87 17.44
O -7.54 -7.22 18.47
H -7.90 -5.34 16.52
H -6.12 -5.13 16.23
H -6.91 -4.66 17.75
H -5.59 -6.96 17.71
H -6.74 -7.42 16.50
H -8.43 -7.05 18.15
```

For the gap between HOMO and LUMO, the calculation gives 9.76 eV. The HOMO energy comes out at -9.48 eV. As for the LUMO energy: 0.28 eV.

=====

Which one sits at the bottom of the stability order? A does.

=====

## A
This record from OMol25 describes one molecule with the formula CH3I2O2P. The level of theory is ωB97M-V/def2-TZVPD.

```
9
CH3I2O2P, DFT ωB97M-V/def2-TZVPD
C -0.21 -0.06 -0.18
O 0.06 0.63 0.97
O -1.50 -0.64 -0.18
P -2.72 0.17 0.75
I -4.42 -1.50 0.37
I -3.37 2.08 -0.66
H 0.53 0.08 1.74
H -0.20 0.70 -0.98
H 0.38 -0.89 -0.24
```

For the gap between HOMO and LUMO, the calculation gives 8.73 eV. The HOMO energy comes out at -9.00 eV. As for the LUMO energy: -0.26 eV.

=====

## B
This record from OMol25 describes one molecule with the formula CH3I2O2P. The level of theory is ωB97M-V/def2-TZVPD.

```
9
CH3I2O2P, DFT ωB97M-V/def2-TZVPD
C 1.32 0.00 0.26
O -1.91 0.03 -1.89
O 0.36 0.11 -0.82
P -1.23 0.06 -0.61
I -1.72 1.98 0.75
I -1.58 -2.08 0.62
H 2.32 0.04 -0.12
H 1.10 -0.96 0.72
H 1.34 0.81 1.08
```

For the gap between HOMO and LUMO, the calculation gives 8.84 eV. The HOMO energy comes out at -10.08 eV. As for the LUMO energy: -1.24 eV.

=====

Which one sits at the bottom of the stability order? A does.